Entry 1:
A 2-piece molecular cluster, C5H11NS overall in a non-equilibrium geometry. Source: OMol25; level of theory: ωB97M-V/def2-TZVPD.

Computed properties:
- M (g/mol) = 117.217
- HOMO level (eV) = -8.52
- gap between HOMO and LUMO (eV) = 9.3
- LUMO level (hartree) = 0.030
- electronic energy (Eh) = -649.97687
- SMILES = C=CN=C.CSC

```
18
Properties=species:S:1:pos:R:3:mulliken_charge:R:1
C -1.68 0.40 1.25 -0.56
C -1.21 1.59 1.72 0.02
N 0.10 2.10 1.55 -0.44
C 1.09 1.34 1.87 -0.49
H -1.06 -0.13 0.52 0.10
H -2.65 0.00 1.55 0.27
H -1.88 2.23 2.23 0.35
H 2.13 1.61 1.64 0.33
H 0.89 0.39 2.38 0.37
C 1.52 -1.38 -0.70 -0.52
S -0.13 -1.91 -1.23 -0.12
C -0.57 -0.75 -2.55 -0.76
H 1.41 -0.40 -0.24 0.04
H 2.17 -1.36 -1.59 0.30
H 1.84 -2.16 0.00 0.27
H -1.62 -0.91 -2.85 0.30
H -0.48 0.25 -2.16 0.26
H 0.12 -0.92 -3.38 0.28
```



Entry 2:
One molecule with the formula C5H11NS2 in a non-equilibrium geometry. Source: OMol25; level of theory: ωB97M-V/def2-TZVPD.

Computed properties:
- M (g/mol) = 149.284
- HOMO level (eV) = -8.39
- gap between HOMO and LUMO (eV) = 8.5
- LUMO level (hartree) = 0.004
- electronic energy (Eh) = -1048.22527
- SMILES = CSC(=S)C[C@H](C)N

```
19
Properties=species:S:1:pos:R:3:mulliken_charge:R:1
C 2.76 -0.69 -0.64 -0.91
S 1.26 -1.21 0.19 0.03
C 0.42 0.30 0.46 0.30
S 0.92 1.81 0.01 -0.24
C -0.92 0.12 1.15 -1.28
C -2.09 -0.09 0.19 0.80
C -2.24 -1.50 -0.30 -1.64
N -2.11 0.85 -0.96 -0.66
H 3.28 0.07 -0.07 0.32
H 3.42 -1.57 -0.77 0.34
H 2.50 -0.26 -1.62 0.29
H -0.83 -0.77 1.71 0.41
H -1.11 0.99 1.79 0.39
H -2.97 0.10 0.86 0.18
H -2.26 -2.20 0.48 0.39
H -1.44 -1.71 -1.01 0.39
H -3.14 -1.65 -0.92 0.38
H -3.00 0.72 -1.45 0.26
H -2.15 1.81 -0.59 0.25
```



Entry 3:
A 2-piece molecular cluster, C5H11NSSi overall in a non-equilibrium geometry. Source: OMol25; level of theory: ωB97M-V/def2-TZVPD.

Computed properties:
- M (g/mol) = 145.303
- HOMO level (spin up / spin down) (eV) = -10.32 / -8.58
- gap between HOMO and LUMO (spin up / spin down) (eV) = 9.7 / 5.1
- LUMO level (spin up / spin down) (hartree) = -0.024 / -0.127
- electronic energy (Eh) = -939.41388

```
19
Properties=species:S:1:pos:R:3:mulliken_charge:R:1
C 3.06 0.14 0.17 0.33
C -2.30 -0.58 -0.18 -1.16
C 0.47 -0.72 1.50 -0.83
C -0.40 1.83 -0.03 -1.02
C 0.03 -0.79 -1.67 -0.95
N 3.07 1.13 0.76 -0.36
Si -0.43 -0.05 0.01 0.45
S 3.30 -1.34 -0.57 -0.06
H -2.76 0.29 -0.82 0.24
H -2.42 -1.40 -0.74 0.44
H -2.85 -0.63 0.80 0.28
H 0.01 -1.62 2.04 0.32
H 1.57 -0.83 1.35 0.19
H 0.33 0.07 2.19 0.34
H 0.63 2.26 0.07 0.34
H -0.44 2.05 -1.14 0.29
H -1.11 2.37 0.58 0.32
H 0.44 -1.77 -1.70 0.46
H -0.21 -0.41 -2.62 0.38
```



Entry 4:
A 2-piece molecular cluster, C5H11NSi overall in a non-equilibrium geometry. Source: OMol25; level of theory: ωB97M-V/def2-TZVPD.

Computed properties:
- M (g/mol) = 113.236
- HOMO level (eV) = -8.06
- gap between HOMO and LUMO (eV) = 8.6
- LUMO level (hartree) = 0.020
- electronic energy (Eh) = -541.21879

```
18
Properties=species:S:1:pos:R:3:mulliken_charge:R:1
C -0.38 2.56 -0.09 -0.83
C -0.30 1.20 -0.86 -0.73
C -3.06 -2.12 0.24 -0.21
C 0.97 -1.87 -0.92 -0.98
C 1.40 -0.31 1.56 -1.03
N -2.89 -1.09 -0.24 -0.12
Si 0.63 -0.13 -0.15 0.51
H -0.03 3.33 -0.79 0.28
H 0.10 2.26 0.86 0.20
H -0.33 1.33 -1.90 0.48
H -1.40 2.70 0.19 0.27
H 0.02 -2.55 -1.06 0.28
H 1.40 -1.82 -1.95 0.33
H 1.77 -2.38 -0.32 0.28
H 1.31 -1.39 2.04 0.33
H 2.56 -0.01 1.58 0.31
H 0.83 0.44 2.29 0.32
H -2.58 -0.13 -0.47 0.34
```



Entry 5:
C5H11NdO4 as an isolated structure in a non-equilibrium geometry. Source: OMol25; level of theory: ωB97M-V/def2-TZVPD.

Computed properties:
- M (g/mol) = 279.379
- HOMO level (spin up / spin down) (eV) = -11.21 / -12.65
- multiplicity = 5
- gap between HOMO and LUMO (spin up / spin down) (eV) = 6.5 / 7.9
- charge = +1
- LUMO level (spin up / spin down) (hartree) = -0.173 / -0.175
- electronic energy (Eh) = -1059.17239

```
21
Properties=species:S:1:pos:R:3:lowdin_spin:R:1
C 2.89 0.63 3.66 0.00
O 2.13 1.77 3.34 0.00
H 3.22 0.10 2.75 0.00
H 3.78 0.97 4.21 0.00
H 2.34 -0.08 4.29 0.00
O -1.97 -0.67 1.03 0.15
C -1.76 0.61 0.77 0.59
C -1.45 1.00 -0.65 0.09
O -0.69 -0.08 -1.23 0.02
C -0.75 -0.27 -2.64 0.01
C -0.31 -1.71 -2.90 0.00
O -0.98 -2.61 -2.08 -0.02
Nd -1.42 -2.14 -0.18 3.10
H 1.33 1.50 2.85 0.00
H -1.50 1.28 1.61 0.03
H -0.89 1.94 -0.70 0.00
H -2.37 1.11 -1.26 0.02
H -0.10 0.46 -3.15 0.00
H -1.79 -0.12 -2.97 0.00
H 0.79 -1.77 -2.76 0.00
H -0.49 -1.92 -3.98 0.00
```



Entry 6:
An isolated ion of composition C5H11O and charge -1. Source: OMol25; level of theory: ωB97M-V/def2-TZVPD.

Computed properties:
- M (g/mol) = 87.142
- HOMO level (eV) = -2.20
- gap between HOMO and LUMO (eV) = 6.3
- charge = -1
- LUMO level (hartree) = 0.151
- electronic energy (Eh) = -272.32712
- SMILES = CC(C)CC[O-]

```
17
Properties=species:S:1:pos:R:3:mulliken_charge:R:1
C 0.06 -0.50 -1.89 -1.55
C 0.28 0.14 -0.52 0.88
C -0.55 1.41 -0.34 -1.42
C -0.01 -0.86 0.60 -0.85
C 0.33 -0.31 2.03 -0.66
O 1.31 0.60 2.05 -0.87
H 0.06 0.25 -2.69 0.38
H -0.89 -1.02 -1.93 0.32
H 0.84 -1.24 -2.12 0.38
H 1.32 0.41 -0.33 0.22
H -1.54 1.33 -0.80 0.32
H -0.62 1.61 0.73 0.42
H -0.07 2.28 -0.79 0.29
H 0.62 -1.74 0.40 0.33
H -1.06 -1.20 0.50 0.29
H -0.63 0.07 2.47 0.20
H 0.55 -1.24 2.62 0.32
```



Entry 7:
An isolated ion of composition C5H11O and charge +1 in a non-equilibrium geometry. Source: OMol25; level of theory: ωB97M-V/def2-TZVPD.

Computed properties:
- M (g/mol) = 87.142
- HOMO level (eV) = -16.39
- gap between HOMO and LUMO (eV) = 10.4
- charge = +1
- LUMO level (hartree) = -0.219
- electronic energy (Eh) = -271.99822

```
17
Properties=species:S:1:pos:R:3:mulliken_charge:R:1
C 0.01 2.10 -0.01 -0.09
C 1.41 -0.25 1.10 -1.42
C -1.54 -0.66 -1.38 -1.20
C 0.09 -0.78 0.67 -0.28
C -0.38 -0.11 -0.60 0.37
O -0.82 1.17 -0.07 -0.20
H -0.10 2.85 0.70 0.33
H 0.98 2.00 -0.58 0.36
H 1.42 0.78 1.44 0.34
H 2.13 -0.33 0.35 0.43
H 1.73 -0.63 2.04 0.39
H -2.46 -0.09 -1.27 0.33
H -1.24 -0.56 -2.45 0.32
H -1.76 -1.83 -1.15 0.30
H 0.21 -1.83 0.42 0.38
H -0.61 -0.70 1.55 0.26
H 0.51 0.14 -1.14 0.39
```



Entry 8:
An isolated ion of composition C5H11O2 and charge -1 in a non-equilibrium geometry. Source: OMol25; level of theory: ωB97M-V/def2-TZVPD.

Computed properties:
- M (g/mol) = 103.141
- HOMO level (eV) = -2.30
- gap between HOMO and LUMO (eV) = 5.8
- charge = -1
- LUMO level (hartree) = 0.129
- electronic energy (Eh) = -347.50648
- SMILES = [O-]CCCCCO

```
18
Properties=species:S:1:pos:R:3:mulliken_charge:R:1
O 3.22 -0.68 0.93 -0.87
C 1.90 -0.30 1.24 -0.37
C 0.62 -0.93 0.64 -0.37
C -0.75 -0.04 0.84 -0.76
C -0.91 1.21 -0.20 -0.48
C -1.23 0.74 -1.67 -0.63
O -2.46 -0.04 -1.70 -0.55
H 1.82 0.79 1.30 0.17
H 1.51 -0.49 2.37 0.06
H 0.39 -1.92 1.16 0.31
H 0.55 -1.00 -0.42 0.24
H -1.74 -0.66 0.77 0.27
H -0.75 0.40 1.86 0.35
H -0.08 1.96 -0.14 0.34
H -1.75 1.90 -0.08 0.31
H -0.42 0.09 -2.09 0.22
H -1.20 1.50 -2.42 0.41
H -2.22 -0.89 -1.24 0.34
```



Entry 9:
An isolated ion of composition C5H11O2 and charge -1 in a non-equilibrium geometry. Source: OMol25; level of theory: ωB97M-V/def2-TZVPD.

Computed properties:
- M (g/mol) = 103.141
- HOMO level (eV) = -2.39
- gap between HOMO and LUMO (eV) = 6.1
- charge = -1
- LUMO level (hartree) = 0.136
- electronic energy (Eh) = -347.51351
- SMILES = [O-]CCCCCO

```
18
Properties=species:S:1:pos:R:3:mulliken_charge:R:1
O 0.01 -3.28 0.38 -0.84
C -0.32 -1.99 0.25 -0.18
C 0.87 -0.92 0.68 -0.65
C 0.40 0.45 0.99 -0.23
C -0.69 0.88 0.03 -1.07
C -0.39 0.97 -1.37 -0.19
O 0.43 2.35 -1.55 -0.61
H -0.74 -1.80 -0.84 -0.02
H -1.12 -1.67 1.03 0.05
H 1.49 -1.39 1.59 0.27
H 1.67 -0.86 -0.12 0.27
H 1.29 1.10 1.05 0.25
H 0.01 0.44 1.99 0.28
H -1.53 0.23 0.09 0.46
H -1.18 1.92 0.29 0.37
H 0.32 0.23 -1.73 0.26
H -1.19 0.94 -2.17 0.27
H 0.68 2.39 -0.60 0.30
```



Entry 10:
A 2-piece molecular cluster, C5H11O2 overall in a non-equilibrium geometry. Source: OMol25; level of theory: ωB97M-V/def2-TZVPD.

Computed properties:
- M (g/mol) = 103.141
- HOMO level (eV) = -3.68
- gap between HOMO and LUMO (eV) = 7.3
- charge = -1
- LUMO level (hartree) = 0.133
- electronic energy (Eh) = -347.58939

```
18
Properties=species:S:1:pos:R:3:mulliken_charge:R:1
C 0.15 -1.10 -2.29 -1.03
C -0.82 -1.48 -1.22 0.62
O -1.96 -1.32 -1.66 -0.71
O -0.49 -2.04 -0.13 -0.77
H 1.14 -0.95 -1.95 0.33
H -0.18 -0.35 -2.85 0.31
H 0.37 -2.05 -2.85 0.26
C 0.91 1.39 1.24 0.28
C -0.16 2.35 1.18 -1.22
C 1.84 1.53 2.43 -1.19
H 1.56 1.26 0.26 0.22
H 0.40 0.37 1.40 0.10
H 0.25 3.36 0.88 0.23
H -0.99 2.19 0.57 0.39
H 2.89 1.45 2.34 0.34
H 1.53 0.80 3.18 0.32
H -0.55 2.31 2.26 0.26
H 1.54 2.43 3.13 0.24
```